No. 1
# C24H45N2O12PS2

A cluster of 2 separate species, C24H45N2O12PS2 in total (ωB97M-V with the def2-TZVPD basis set, the OMol25 dataset).

```
86
C24H45N2O12PS2 | the OMol25 dataset | ωB97M-V with the def2-TZVPD basis set
C 3.67 -2.61 2.07
O 2.33 -2.91 1.63
C 2.16 -2.22 0.38
C 0.67 -2.31 -0.17
C -0.42 -2.19 1.00
C -1.66 -1.29 0.64
C -1.36 0.26 0.47
C 0.09 0.81 0.67
C 0.68 0.65 2.13
C 1.07 2.01 2.83
C 2.65 2.25 2.87
C 3.04 2.81 1.43
C 4.19 3.90 1.54
C 3.84 5.08 0.53
C 3.64 4.53 -0.93
O 4.81 3.77 -1.33
C 4.51 2.89 -2.34
C 5.13 1.45 -2.22
O 3.82 3.17 -3.28
O -2.06 0.85 1.63
S -2.51 2.39 1.27
O -1.71 3.50 1.75
O -3.83 2.48 1.85
O -2.35 2.25 -0.36
C -2.25 0.84 -0.75
C -3.76 0.38 -0.71
C -4.72 1.22 -1.63
S -5.48 2.71 -0.88
C -6.82 2.22 0.21
N -7.85 1.38 0.01
N -8.51 1.38 1.20
C -7.91 2.21 2.06
O -6.81 2.79 1.47
P -1.38 0.43 -2.35
O -2.07 0.99 -3.56
O 0.17 1.02 -2.41
O -1.33 -1.22 -2.61
H 4.20 -3.52 2.45
H 3.67 -1.81 2.86
H 4.30 -2.21 1.22
H 2.79 -2.76 -0.39
H 2.54 -1.16 0.43
H 0.57 -3.31 -0.66
H 0.59 -1.52 -0.95
H -0.82 -3.23 1.13
H 0.06 -1.94 1.98
H -2.38 -1.38 1.50
H -2.17 -1.77 -0.23
H 0.82 0.36 -0.06
H 0.11 1.91 0.43
H 1.64 0.06 2.02
H 0.03 0.01 2.79
H 0.63 2.92 2.37
H 0.74 1.92 3.91
H 3.20 1.30 3.12
H 2.80 3.06 3.64
H 3.29 1.96 0.73
H 2.16 3.33 0.97
H 4.24 4.26 2.60
H 5.20 3.47 1.28
H 4.66 5.83 0.56
H 2.91 5.56 0.94
H 3.48 5.39 -1.63
H 2.73 3.87 -1.03
H 4.65 0.86 -1.40
H 6.22 1.50 -2.00
H 5.00 0.95 -3.21
H -4.17 0.32 0.34
H -3.80 -0.68 -1.09
H -5.57 0.53 -1.91
H -4.27 1.55 -2.60
H -8.27 2.36 3.10
H 0.37 1.30 -3.32
H -2.23 -1.58 -2.54
C -0.26 -5.89 -2.81
C -0.67 -6.09 -1.36
C -1.56 -7.32 -1.20
O -1.37 -4.94 -0.90
H -1.14 -5.73 -3.44
H 0.37 -5.00 -2.91
H 0.30 -6.75 -3.19
H 0.22 -6.20 -0.74
H -2.48 -7.21 -1.78
H -1.85 -7.45 -0.16
H -1.04 -8.22 -1.53
H -2.16 -4.83 -1.44
```

Properties
- total energy (Eh) = -3091.513250
- SMILES = COCCCC[C@]1(CCCCCCCCOC(C)=O)OS(=O)(=O)O[C@@]1(CCSc1nnco1)P(=O)(O)O.CC(C)O

=====

No. 2
# C24H46BClIN2O6P

A structure of composition C24H46BClIN2O6P (ωB97M-V with the def2-TZVPD basis set, the OMol25 dataset).

```
82
C24H46BClIN2O6P | the OMol25 dataset | ωB97M-V with the def2-TZVPD basis set
C -2.93 5.02 -0.62
C -1.88 4.40 -0.63
C -0.47 4.01 -0.68
O 0.22 4.62 -1.77
C 0.22 5.98 -1.74
Cl -0.51 6.58 -3.27
I 2.20 6.81 -1.56
B 0.24 4.22 0.75
O -0.44 4.58 1.88
O 1.58 4.06 0.79
C -0.44 2.46 -0.89
C 0.96 1.94 -1.29
C 1.50 0.88 -0.28
C 1.76 -0.49 -0.91
C 2.73 -1.27 -0.04
N 3.46 -2.32 -0.78
C 2.54 -3.35 -1.27
C 4.44 -2.88 0.12
C 4.00 -3.70 1.32
O 5.61 -2.71 -0.08
N -1.54 1.96 -1.72
C -1.59 0.49 -1.60
C -2.86 -0.16 -2.11
C -2.71 -1.68 -1.86
C -3.65 -2.18 -0.76
C -2.94 -3.23 0.13
C -2.73 -2.69 1.55
C -1.43 -3.21 2.21
C -0.79 -2.11 3.05
C 0.54 -2.57 3.65
C 1.41 -1.36 4.03
O 2.68 -1.43 3.42
C 3.30 -0.16 3.44
P -1.42 2.46 -3.38
C -3.18 2.82 -3.81
O -1.04 1.12 -4.31
H -3.84 5.54 -0.63
H -0.37 6.41 -0.95
H -1.15 3.97 2.09
H 1.85 3.62 1.60
H -0.63 2.05 0.11
H 0.92 1.45 -2.25
H 1.70 2.73 -1.32
H 2.42 1.25 0.15
H 0.81 0.73 0.55
H 2.08 -0.45 -1.94
H 0.83 -1.05 -0.86
H 2.22 -1.75 0.81
H 3.48 -0.62 0.40
H 1.96 -2.94 -2.08
H 3.11 -4.19 -1.65
H 1.85 -3.68 -0.48
H 4.69 -4.50 1.53
H 3.90 -3.09 2.21
H 3.02 -4.14 1.13
H -1.50 0.20 -0.55
H -0.76 0.00 -2.10
H -2.98 -0.04 -3.18
H -3.75 0.25 -1.65
H -1.68 -1.89 -1.57
H -2.87 -2.23 -2.78
H -3.90 -1.33 -0.13
H -4.60 -2.55 -1.14
H -3.54 -4.14 0.15
H -1.96 -3.47 -0.26
H -2.66 -1.60 1.53
H -3.59 -2.96 2.15
H -1.61 -4.10 2.79
H -0.73 -3.42 1.41
H -0.58 -1.27 2.39
H -1.49 -1.78 3.82
H 1.07 -3.21 2.95
H 0.37 -3.14 4.56
H 1.50 -1.31 5.12
H 0.90 -0.45 3.71
H 3.40 0.20 4.46
H 4.29 -0.27 3.01
H 2.73 0.58 2.86
H -3.25 3.76 -4.35
H -3.77 2.93 -2.90
H -3.63 2.01 -4.39
H -1.39 1.23 -5.20
```

Properties
- total energy (Eh) = -2627.079764

=====

No. 3
# C24H46BNO8S7

A cluster of 7 separate species, C24H46BNO8S7 in total (ωB97M-V with the def2-TZVPD basis set, the OMol25 dataset).

```
87
C24H46BNO8S7 | the OMol25 dataset | ωB97M-V with the def2-TZVPD basis set
O -0.57 1.82 3.38
B -1.65 2.07 2.40
O -2.73 3.08 2.67
C -1.76 1.34 0.90
C -3.02 0.34 0.59
C -3.16 -0.35 -0.91
C -1.98 0.03 -2.02
C -0.69 1.04 -1.68
C -0.57 1.73 -0.17
N 0.36 1.34 -2.72
C -0.24 1.81 -4.04
C 0.23 3.19 -4.84
C -0.45 3.68 -6.29
C -1.62 2.76 -7.03
C -2.11 1.36 -6.25
C -1.45 0.93 -4.79
S -2.00 -0.62 -3.81
H -0.33 2.75 3.72
H -2.92 3.44 1.73
H -3.87 0.10 1.40
H -4.05 -1.05 -1.22
H 0.33 2.45 0.10
H 0.83 0.41 -2.90
H 1.08 3.84 -4.34
H -0.14 4.69 -6.84
H -2.10 3.11 -8.05
H -2.95 0.66 -6.73
C 2.72 0.63 7.63
S 2.63 -0.48 6.21
O 3.96 -0.44 5.52
C 1.49 0.53 5.24
H 3.41 0.21 8.36
H 3.07 1.61 7.31
H 1.73 0.72 8.09
H 1.92 1.52 5.07
H 0.54 0.63 5.77
H 1.31 0.04 4.28
C -1.53 -4.60 -3.12
S -2.49 -4.87 -4.63
O -3.50 -3.76 -4.73
C -3.36 -6.34 -4.04
H -0.93 -3.69 -3.25
H -2.20 -4.47 -2.27
H -0.86 -5.45 -2.95
H -3.92 -6.11 -3.13
H -2.63 -7.14 -3.84
H -4.05 -6.67 -4.82
C 2.59 -4.25 6.82
S 1.63 -4.52 5.32
O 0.62 -3.41 5.22
C 0.77 -6.00 5.90
H 3.19 -3.34 6.70
H 1.92 -4.12 7.68
H 3.26 -5.10 6.99
H 0.21 -5.76 6.81
H 1.49 -6.79 6.10
H 0.07 -6.32 5.12
C -5.77 -0.51 -8.55
S -4.15 -0.89 -9.26
O -3.41 0.41 -9.40
C -4.75 -1.35 -10.90
H -5.63 -0.16 -7.53
H -6.26 0.27 -9.14
H -6.38 -1.42 -8.55
H -5.30 -0.52 -11.34
H -5.40 -2.23 -10.82
H -3.89 -1.59 -11.53
C -0.41 7.33 0.12
S -0.30 5.83 1.13
O -1.31 4.86 0.60
C -0.98 6.56 2.63
H -0.07 7.10 -0.89
H -1.44 7.68 0.08
H 0.23 8.11 0.55
H -1.98 6.96 2.44
H -0.32 7.36 2.98
H -1.03 5.78 3.40
C 6.95 -0.93 5.25
S 8.30 0.24 4.96
O 8.49 0.35 3.48
C 9.61 -0.83 5.60
H 6.02 -0.49 4.88
H 7.14 -1.86 4.71
H 6.86 -1.13 6.32
H 9.64 -1.77 5.04
H 9.44 -1.03 6.66
H 10.57 -0.31 5.48
```

Properties
- total energy (Eh) = -4410.211877

=====

The evaluated max |F| for the records listed, in turn: 4.9 2.8 5.2 eV/A.